2 unconnected molecules or ions with the total composition C4H11N3O2 in a non-equilibrium geometry, computed with ωB97M-V/def2-TZVPD.

The geometry in XYZ format:
```
20
Properties=species:S:1:pos:R:3:forces:R:3
C 2.250 -0.209 -0.410 0.5037 -0.5167 -0.4395
N 1.261 0.836 -0.378 -0.1411 -0.4296 0.4994
C 0.304 0.738 -1.202 0.8924 1.2453 -1.5008
N 0.082 -0.233 -2.183 -0.4388 -0.3120 0.5939
N -0.431 1.901 -1.511 -0.6150 -0.0675 0.4992
H 2.866 -0.299 0.472 -0.1852 0.4154 0.6131
H 2.982 -0.041 -1.211 -0.2150 0.1334 -0.1642
H 1.846 -1.203 -0.572 -0.1608 -0.2656 -0.0514
H 0.109 -1.215 -1.974 0.3457 0.1591 -0.1833
H 0.035 0.088 -3.136 -0.2553 -0.1844 0.2172
H -0.131 2.678 -0.940 0.1789 -0.0084 0.1244
H -1.432 1.779 -1.386 0.0872 -0.0763 -0.3074
C -1.899 -0.816 1.269 -1.5198 -1.1604 -0.7860
C -1.001 -0.167 2.263 0.6732 0.9645 -0.8833
O -1.282 0.683 3.050 -0.4407 -0.1417 0.6247
O 0.287 -0.559 2.040 0.0253 -1.0971 0.0312
H -2.844 -1.165 1.679 0.0612 0.0944 0.8523
H -1.446 -1.717 0.884 0.3578 -0.1008 -0.2151
H -2.327 -0.286 0.406 0.9392 0.7001 0.2731
H 0.772 -0.792 2.841 -0.0930 0.6483 0.2025
```
Forces are in eV/Å.

Results
- Total energy: -473.74548 hartree
- Orbital gap: 9.41 eV
- Relative energy (zero: lowest compared OMol25 entry of this formula, charge and spin): 35.9 kcal per mole
- 2S+1: 1

Atom charges from the natural (NBO) analysis, given in e for atoms 1 to 6:
1. C -0.4300
2. N -0.4964
3. C 0.5496
4. N -0.8978
5. N -0.8282
6. H 0.1963